{"formula": "BH30NO11", "method": "wB97M-V/def2-TZVPD", "homo_energy_ha": -0.3484, "de_lowest_kj_mol": 26.6, "max_force_ev_per_a": 5.9, "total_charge": 0, "gap_ev": 8.68, "species": ["N", "H", "H", "H", "H", "B", "H", "H", "H", "H", "O", "H", "H", "O", "H", "H", "O", "H", "H", "O", "H", "H", "O", "H", "H", "O", "H", "H", "O", "H", "H", "O", "H", "H", "O", "H", "H", "O", "H", "H", "O", "H", "H"], "positions_angstrom": [[1.99421, 1.50428, -2.67981], [1.57821, 1.14328, -3.45781], [1.29721, 1.47528, -1.95181], [2.18321, 2.44028, -2.82181], [2.78721, 0.91628, -2.51481], [0.13821, 0.21828, 0.11519], [0.07221, -0.64372, -0.72881], [1.37621, 0.30228, 0.17819], [-0.40879, 1.12128, -0.29581], [-0.49279, -0.28572, 1.05319], [0.41821, 2.57028, 1.69819], [0.16621, 2.10728, 0.93519], [1.08421, 3.36528, 1.69619], [-3.55379, 0.80928, -0.89781], [-2.98279, 1.27528, -0.30081], [-3.55379, -0.23672, -0.88581], [-1.57679, -2.99472, -2.22681], [-1.83579, -2.69572, -1.34081], [-0.57979, -3.19672, -1.95781], [-1.38279, -2.02372, 3.95019], [-2.22879, -1.81772, 4.18719], [-1.35379, -1.38172, 3.19619], [-2.66679, -1.88172, -0.20681], [-1.97779, -1.28972, 0.25919], [-2.24579, -2.74572, -0.16281], [-2.16179, -0.24872, -2.87981], [-2.39279, 0.10628, -2.00281], [-2.34179, -1.17272, -3.00881], [-0.79279, 2.34128, -2.28981], [-1.72379, 2.26028, -2.94381], [-1.33779, 2.88228, -1.75581], [-0.27879, 0.89828, 3.88619], [-0.09379, 1.19728, 2.91219], [0.68521, 0.85128, 4.13319], [4.05521, 0.88628, 2.09219], [3.37321, 0.79128, 1.44319], [4.19521, -0.00772, 2.56419], [1.94721, -1.52372, 2.24919], [1.21621, -1.25172, 1.75119], [1.59421, -1.18072, 3.03019], [2.92021, -1.35472, -1.43681], [2.77921, -1.92772, -0.63681], [2.10221, -1.60172, -1.94581]], "mulliken_charge": [-0.20, 0.34, -0.07, 0.38, 0.37, 2.16, -0.33, -0.41, -0.74, -0.66, -0.72, 0.35, 0.26, -0.71, 0.27, 0.42, -0.69, 0.23, 0.29, -0.57, 0.28, 0.24, -0.76, 0.22, 0.43, -0.67, 0.31, 0.30, -0.63, 0.36, 0.26, -0.61, 0.25, 0.31, -0.68, 0.29, 0.32, -0.62, 0.15, 0.32, -0.64, 0.31, 0.30]}

{"formula": "BH30O13", "method": "wB97M-V/def2-TZVPD", "homo_energy_ha": -0.1936, "de_lowest_kj_mol": 2836.1, "max_force_ev_per_a": 13.6, "total_charge": -1, "gap_ev": 8.24, "species": ["B", "H", "H", "H", "H", "O", "H", "H", "O", "H", "H", "O", "H", "H", "O", "H", "H", "O", "H", "H", "O", "H", "H", "O", "H", "H", "O", "H", "H", "O", "H", "H", "O", "H", "H", "O", "H", "H", "O", "H", "H", "O", "H", "H"], "positions_angstrom": [[-0.16219, -0.13586, -0.06947], [0.50158, 0.01058, -0.90745], [0.27629, 0.32172, 0.80380], [-1.10507, 0.29821, -0.36409], [-0.27616, -1.20121, 0.05820], [-1.92739, -1.72124, -0.04649], [-1.12123, -1.23327, 0.12150], [-2.58112, -1.30552, 0.51569], [1.96882, 1.88763, 1.24351], [2.11156, 2.65097, 1.80312], [1.10213, 1.56638, 1.49229], [1.85363, 0.95803, -0.49955], [1.09703, 0.37559, -0.43200], [2.07760, 1.16666, 0.40739], [-2.41661, 1.26978, 0.03565], [-2.52698, 1.66977, 0.89824], [-1.59320, 0.78584, 0.09910], [-0.76869, -1.41691, -2.05965], [-1.26299, -0.73414, -2.51322], [-0.55335, -1.03285, -1.20974], [2.27898, -0.72095, 1.64550], [2.82708, -1.22696, 1.04568], [1.38517, -0.86894, 1.33657], [-0.51760, -0.83807, 2.09889], [-1.45237, -0.71300, 1.93523], [-0.09540, -0.59895, 1.27377], [1.53683, -1.56498, -0.27591], [1.34477, -2.49824, -0.18447], [0.68101, -1.15501, -0.40136], [-0.31900, 2.20358, 0.49105], [-0.22938, 1.36450, 0.03922], [0.30450, 2.78110, 0.05064], [0.08481, -3.16420, -0.07511], [-0.59937, -3.82435, 0.03592], [-0.39169, -2.34577, -0.21423], [-0.18886, 1.60482, 2.34540], [-0.52014, 0.71463, 2.22691], [-0.25449, 2.00284, 1.47735], [-1.08003, 1.62695, -2.60598], [-1.77767, 1.90431, -3.19979], [-1.53872, 1.22854, -1.86632], [1.09945, 0.25701, -2.38175], [1.38581, 0.26117, -1.46840], [1.34261, -0.61033, -2.70554]], "mulliken_charge": [-1.44, -0.19, -0.78, 0.93, -2.16, -0.59, 0.41, 0.49, -0.56, 0.36, 0.22, -0.79, 0.78, 0.53, -0.70, 0.31, -0.04, -0.47, 0.32, -0.10, -0.74, 0.32, 0.49, -0.72, 0.56, -0.24, -0.83, 0.48, 1.89, -0.54, 0.23, 0.48, -0.59, 0.38, 1.00, -1.04, 0.58, 0.83, -0.59, 0.32, 0.27, -0.76, 0.39, 0.32]}

{"formula": "BH46O28P", "method": "wB97M-V/def2-TZVPD", "homo_energy_ha": -0.3991, "max_force_ev_per_a": 1.8, "total_charge": 0, "gap_ev": 10.43, "species": ["O", "P", "O", "O", "O", "O", "B", "O", "O", "H", "H", "H", "H", "O", "H", "H", "O", "H", "H", "O", "H", "H", "O", "H", "H", "O", "H", "H", "O", "H", "H", "O", "H", "H", "O", "H", "H", "O", "H", "H", "O", "H", "H", "O", "H", "H", "O", "H", "H", "O", "H", "H", "O", "H", "H", "O", "H", "H", "O", "H", "H", "O", "H", "H", "O", "H", "H", "O", "H", "H", "O", "H", "H", "O", "H", "H"], "positions_angstrom": [[2.85124, 0.13886, 0.93273], [3.04343, 0.72159, -0.37015], [2.83472, 2.29554, -0.38541], [4.54831, 0.51108, -0.85670], [2.07930, 0.14804, -1.55402], [0.96030, -0.55713, -1.01709], [-0.14305, 0.33657, -0.83312], [-1.32945, -0.01949, -1.34940], [-0.01250, 1.48806, -0.12684], [2.89945, 2.57619, -1.31322], [4.53018, 0.17978, -1.77734], [-1.71435, 0.70927, -1.85827], [-0.83892, 1.60231, 0.37033], [3.39607, -1.76629, -3.15651], [3.13223, -2.32516, -3.89415], [2.62006, -1.23346, -2.95702], [-2.84428, 2.23957, 0.29289], [-2.67531, 3.08972, -0.13350], [-3.75239, 2.31522, 0.61409], [2.11135, -2.70893, 1.67956], [2.21074, -1.82440, 1.30551], [1.21101, -2.74174, 2.02334], [-2.84664, 1.81086, -3.21811], [-2.60372, 1.81717, -4.15153], [-3.73117, 1.42648, -3.20037], [0.34776, -4.19075, 3.30838], [1.00348, -4.82782, 3.00365], [0.45655, -4.19019, 4.26690], [5.67086, -2.14763, -1.16421], [5.01299, -2.73777, -0.77066], [5.45866, -1.27923, -0.80177], [4.16302, 0.28541, 3.88128], [3.77133, 0.02481, 3.03894], [3.49610, 0.05921, 4.53548], [0.54108, 4.21066, 0.02175], [0.82284, 4.59283, 0.85819], [1.06617, 3.40815, -0.06461], [5.16055, -4.29717, 1.04594], [4.99845, -3.79044, 1.84877], [5.99073, -3.94014, 0.70739], [-4.20795, 3.89005, -1.50756], [-4.56336, 4.70675, -1.88484], [-3.63137, 3.53161, -2.19465], [1.99563, -5.33642, 5.38504], [2.18061, -5.59970, 6.29217], [2.84940, -5.05092, 5.04077], [-6.57510, 5.45897, -2.34966], [-7.23010, 4.89785, -1.91775], [-6.71844, 6.32449, -1.95424], [7.33760, 0.47645, 3.05048], [7.45844, 1.35541, 2.67986], [6.43369, 0.48060, 3.38686], [-7.87020, 6.55886, 0.02411], [-7.72680, 5.67725, 0.38588], [-7.20489, 7.10181, 0.46029], [-1.86118, -5.11265, 1.45517], [-1.70821, -5.98991, 1.81784], [-1.24470, -4.54761, 1.93987], [-0.74084, -2.91125, -2.08119], [-0.57251, -3.76944, -1.67790], [-0.17587, -2.30064, -1.59333], [-8.94231, 3.71477, -2.51569], [-8.71926, 3.73884, -3.45204], [-9.82871, 3.34310, -2.48231], [-4.51046, 2.35989, 2.62425], [-4.44655, 1.50376, 3.05947], [-3.86076, 2.90629, 3.07802], [-0.82749, 0.52578, -4.73034], [-0.69404, -0.35085, -4.34952], [-0.15826, 1.07379, -4.30817], [-4.57696, -3.25124, 0.89318], [-4.31580, -2.90330, 1.75015], [-3.98252, -3.99890, 0.75753], [8.60620, -3.31544, -1.11944], [8.27917, -3.84683, -1.85130], [7.85672, -2.75087, -0.89212]], "mulliken_charge": [-0.38, 0.40, -0.46, -0.63, -0.02, -0.56, 1.00, -0.38, -0.42, 0.31, 0.37, 0.28, 0.23, -0.55, 0.28, 0.36, -0.61, 0.32, 0.27, -0.60, 0.28, 0.34, -0.62, 0.26, 0.32, -0.63, 0.32, 0.27, -0.65, 0.30, 0.40, -0.64, 0.39, 0.28, -0.62, 0.29, 0.38, -0.65, 0.30, 0.35, -0.62, 0.32, 0.31, -0.62, 0.30, 0.32, -0.63, 0.33, 0.32, -0.64, 0.30, 0.33, -0.67, 0.33, 0.32, -0.62, 0.28, 0.38, -0.61, 0.30, 0.37, -0.62, 0.31, 0.29, -0.64, 0.31, 0.32, -0.61, 0.31, 0.30, -0.64, 0.29, 0.33, -0.63, 0.32, 0.32]}

{"formula": "BeH32O20S", "method": "wB97M-V/def2-TZVPD", "homo_energy_ha": -0.3415, "de_lowest_kj_mol": 210.7, "max_force_ev_per_a": 5.0, "total_charge": 0, "gap_ev": 7.53, "species": ["Be", "S", "O", "O", "O", "O", "O", "H", "H", "O", "H", "H", "O", "H", "H", "O", "H", "H", "O", "H", "H", "O", "H", "H", "O", "H", "H", "O", "H", "H", "O", "H", "H", "O", "H", "H", "O", "H", "H", "O", "H", "H", "O", "H", "H", "O", "H", "H", "O", "H", "H", "O", "H", "H"], "positions_angstrom": [[1.11259, 1.21592, 2.19272], [-0.03832, -0.35841, 0.04165], [-1.43377, -0.80245, 0.36315], [0.62026, 0.47891, 1.04993], [0.85571, -1.51546, -0.10746], [0.02548, 0.43011, -1.14786], [0.86867, -3.94191, -0.63066], [1.81549, -3.93996, -0.58110], [0.67212, -3.00941, -0.44131], [2.43720, -2.58982, 1.51377], [2.48630, -3.52207, 1.27364], [1.74877, -2.26519, 0.88810], [3.20592, -1.32498, -1.20323], [2.33440, -1.41335, -0.78956], [3.78965, -1.31107, -0.46613], [-0.50228, -2.30422, -2.57188], [0.05235, -1.92511, -3.31139], [-1.34969, -1.93638, -2.84325], [-1.88054, 2.31020, -1.29642], [-1.21171, 1.62119, -1.41463], [-1.42187, 3.17412, -1.39932], [-0.03138, 0.76585, 3.63552], [-0.11433, -0.14447, 3.96638], [-0.41259, 1.41616, 4.23789], [-2.50612, -0.76025, -3.23615], [-2.99440, -0.64019, -2.39704], [-1.79263, -0.13146, -3.24007], [3.10434, 1.64354, 0.04119], [3.88041, 1.09053, 0.25182], [3.19276, 1.74921, -0.90595], [-0.38988, 0.87540, -3.58773], [0.15915, 0.31884, -4.14092], [-0.11544, 0.61972, -2.67224], [-1.61746, 2.25867, 1.46021], [-2.48275, 1.88105, 1.36712], [-1.52461, 2.67043, 0.60217], [2.50061, 0.46960, 2.76432], [2.61085, -0.31159, 3.30091], [3.36978, 0.91761, 2.88381], [1.12557, 2.79144, 2.17354], [0.79632, 3.42821, 1.52560], [1.07178, 3.24342, 3.04151], [1.26662, 2.60326, -1.68072], [0.80691, 1.76066, -1.41217], [1.12105, 2.60815, -2.62607], [-3.41993, 0.27239, -0.68831], [-3.14825, 1.16875, -0.94567], [-2.71479, -0.20616, -0.16237], [-2.59867, -0.43982, 2.86623], [-2.04119, -0.38161, 2.09243], [-2.79732, -1.36128, 3.11204], [-2.71765, -2.77825, -0.11123], [-3.49566, -2.60339, -0.60742], [-2.27782, -1.86509, -0.02739]], "mulliken_charge": [-0.51, 0.52, -0.37, -0.27, -0.50, -0.65, -0.74, 0.24, 0.57, -0.65, 0.32, 0.48, -0.72, 0.41, 0.27, -0.55, 0.25, 0.42, -0.88, 0.56, 0.33, -0.26, 0.30, 0.23, -0.85, 0.40, 0.40, -0.56, 0.24, 0.29, -0.73, 0.38, 0.60, -0.61, 0.32, 0.30, -0.20, 0.31, 0.35, -0.03, 0.38, 0.31, -0.77, 0.41, 0.38, -0.82, 0.46, 0.38, -0.71, 0.28, 0.30, -0.74, 0.28, 0.41]}